Entry 1:
107
Properties=species:S:1:pos:R:3 method="wB97M-V/def2-TZVPD" homo_ev=1.85 orbital_gap_ev=2.153 lumo_energy_ev=4.006 total_charge=-2 energy_ev=-95555.6406 multiplicity=1
C -2.41392 4.30804 2.88717
C -2.33196 4.89781 1.62249
C -2.80402 4.21399 0.49515
C -3.27710 2.91518 0.68485
O -3.40047 2.03585 -0.42477
P -2.14262 1.65526 -1.38827
O -2.88472 0.64427 -2.41343
C -4.25648 0.50343 -2.70347
C -4.73865 1.09181 -3.87151
C -6.10520 0.98990 -4.14486
C -6.93457 0.26284 -3.28378
C -6.40964 -0.36095 -2.14549
C -5.05167 -0.24612 -1.84140
O -1.90558 3.03278 -2.22584
C -1.47552 3.16968 -3.54674
C -1.60058 4.44198 -4.10909
C -1.23364 4.61771 -5.44517
C -0.76057 3.53762 -6.19033
C -0.63651 2.27941 -5.60172
C -1.00063 2.08480 -4.26470
Pd -0.39633 0.82411 -0.24276
P -0.69149 -0.50742 1.54631
O -0.72172 0.36349 2.92490
C -0.65214 0.03970 4.28745
C 0.40016 0.57673 5.02977
C 0.48578 0.23647 6.38059
C -0.48851 -0.58456 6.95718
C -1.56626 -1.06571 6.20799
C -1.66394 -0.73340 4.85353
O -1.96433 -1.51933 1.64274
C -1.96919 -2.92229 1.73294
C -2.71927 -3.48750 2.76413
C -2.60218 -4.86230 3.00160
C -1.81299 -5.64321 2.15303
C -1.14218 -5.06668 1.06970
C -1.23393 -3.69139 0.83951
O 0.50406 -1.57633 1.84873
C 1.59509 -1.54323 2.71536
C 1.55571 -2.37032 3.83423
C 2.57284 -2.24250 4.78481
C 3.62496 -1.35255 4.56664
C 3.69011 -0.61198 3.38993
C 2.67653 -0.71460 2.43534
C 1.48585 -0.12986 -1.38532
C 1.84395 1.26612 -1.74691
C 1.97040 2.24308 -0.73461
C 2.27911 3.56213 -1.08060
C 2.46560 3.89957 -2.42356
C 2.34404 2.93448 -3.43048
C 2.09523 1.61016 -3.09302
C 1.43965 -1.13778 -2.37162
C 1.93224 -2.51450 -2.29508
C -3.50976 2.36284 1.94676
C -3.02765 3.06257 3.05452
H -2.02384 4.84295 3.75854
H -1.87672 5.87996 1.48500
H -2.77821 4.64913 -0.50518
H -4.04818 1.64581 -4.50976
H -6.50722 1.47563 -5.03491
H -8.00153 0.16460 -3.50171
H -7.03510 -0.95401 -1.48037
H -4.59098 -0.70763 -0.96630
H -2.01587 5.25706 -3.51300
H -1.33587 5.59849 -5.91076
H -0.49136 3.66308 -7.24112
H -0.27316 1.41715 -6.16161
H -0.93334 1.10785 -3.78837
H 1.13822 1.20403 4.52743
H 1.31979 0.61767 6.97276
H -0.42300 -0.84584 8.01514
H -2.34971 -1.68835 6.64938
H -2.50067 -1.05555 4.23003
H -3.35644 -2.85586 3.38490
H -3.13534 -5.31817 3.84313
H -1.72845 -6.72112 2.30902
H -0.55730 -5.66721 0.36988
H -0.76258 -3.21006 -0.01763
H 0.72359 -3.06661 3.95596
H 2.51816 -2.83316 5.70347
H 4.41403 -1.24400 5.31643
H 4.53332 0.04946 3.19848
H 2.71292 -0.17019 1.49421
H 1.79200 -0.43801 -0.34412
H 1.87599 1.95272 0.32251
H 2.40168 4.31923 -0.30793
H 2.65653 4.92523 -2.72585
H 2.47184 3.16820 -4.48771
H 2.11594 0.78755 -3.81684
H 0.92948 -0.85949 -3.31190
H 1.29571 -3.20398 -1.69489
H 2.42324 -2.97231 -3.13133
H -4.01767 1.40390 2.04849
H -3.13102 2.61643 4.04413
O 3.32850 -2.53779 -1.26775
C 4.53758 -2.84327 -1.63575
C 5.64121 -2.53393 -0.72598
N 5.50669 -2.64683 0.71865
O 6.24238 -1.87694 1.38726
O 4.78691 -3.51568 1.24238
C 6.90020 -2.29305 -1.28236
C 7.10457 -2.39873 -2.65985
C 6.08627 -2.90787 -3.46941
C 4.87195 -3.28466 -2.93075
H 7.71107 -1.99667 -0.62277
H 8.05650 -2.08613 -3.09647
H 6.21088 -3.00734 -4.54096
H 4.13106 -3.78499 -3.54667

Entry 2:
11
Properties=species:S:1:pos:R:3 method="wB97M-V/def2-TZVPD" homo_ev=-9.79 orbital_gap_ev=9.842 lumo_energy_ev=0.048 energy_ev=-20148.6943 multiplicity=1
C 0.59142 2.23338 0.82214
C 0.73276 1.15318 0.29993
C -1.68438 -0.66480 -0.92460
O 1.41090 -0.89634 1.28786
O 0.97761 -1.03925 -1.26068
O -2.78611 -0.76380 -0.41448
S 1.66466 -0.24670 -0.24374
H 0.54031 3.15645 1.32715
H 0.80098 -1.59383 1.19653
H -1.20052 0.20667 -1.15956
H -1.04763 -1.54494 -0.93055

Entry 3:
7
Properties=species:S:1:pos:R:3 method="wB97M-V/def2-TZVPD" homo_ev=-11.31 orbital_gap_ev=9.112 lumo_energy_ev=-2.199 energy_ev=-33356.8570 multiplicity=1
N 1.67867 0.59272 2.70214
O 0.13695 -0.30682 0.45897
F -1.20353 1.40272 -0.50200
F -0.31317 -0.01442 -2.15601
F -0.79685 -1.99231 -1.10908
S 1.51954 0.59929 1.29170
S -1.02162 -0.28117 -0.68572

Entry 4:
90
Properties=species:S:1:pos:R:3 method="wB97M-V/def2-TZVPD" homo_ev="-4.73 / -4.73" orbital_gap_ev="7.133 / 7.140" lumo_energy_ev="2.408 / 2.408" total_charge=-1 energy_ev=-172431.5460 multiplicity=2
Ce 0.45117 0.08381 -0.38244
S 0.37854 -1.64345 2.13734
C -1.21806 -1.90147 1.57529
N -1.70586 -1.19463 0.58877
C -3.02589 -1.48863 0.29010
C -3.74843 -0.88206 -0.70613
C -5.09778 -1.23936 -0.89816
C -5.68217 -2.13381 -0.06027
C -4.99188 -2.76504 0.92323
C -3.63118 -2.47667 1.13229
S -2.41777 -3.07521 2.17613
H -3.24722 -0.11966 -1.24519
H -5.68143 -0.83907 -1.76555
H -6.70800 -2.41517 -0.26569
H -5.35602 -3.55960 1.61306
S 0.68973 3.14911 -0.33618
C -0.60797 4.06291 0.44604
C -0.87570 5.42137 0.11944
C -2.06404 6.04287 0.43094
C -2.98402 5.40427 1.23567
C -2.65396 4.14528 1.73038
C -1.54046 3.48244 1.33229
As -0.90947 1.66062 2.05238
C -2.65134 1.04138 2.72384
C -3.79838 1.02959 1.94994
C -4.96643 0.38558 2.43464
C -4.99032 -0.31610 3.59083
C -3.80132 -0.40212 4.33515
C -2.66231 0.19624 3.87200
C -0.20600 2.27609 3.72537
C 1.10200 1.88815 4.07480
C 1.64543 2.39827 5.20148
C 0.95443 3.33580 6.01305
C -0.26675 3.84654 5.58717
C -0.84831 3.30674 4.43132
H -0.05758 5.87045 -0.41963
H -2.26759 7.04976 0.14326
H -3.92995 5.82126 1.49097
H -3.54110 3.61410 2.24669
H -3.81936 1.62616 0.96473
H -5.80950 0.63185 1.87203
H -5.91997 -0.85721 3.90700
H -3.84596 -0.93413 5.26058
H -1.78802 0.10702 4.50923
H 1.77632 1.19283 3.44937
H 2.75538 2.18982 5.44462
H 1.49679 3.84568 6.82220
H -0.73730 4.70589 6.09785
H -1.79647 3.75375 4.10706
N 2.88115 0.80347 -0.32913
C 3.84869 0.05087 0.28818
C 4.58698 0.67003 1.35881
C 5.61111 0.05795 2.01643
C 5.87420 -1.22961 1.54760
C 5.19471 -1.85444 0.53414
C 4.10235 -1.24055 -0.11766
C 3.36004 -1.98145 -1.14419
C 4.02805 -2.89839 -1.91156
C 3.34484 -3.81168 -2.64959
C 1.93849 -3.83559 -2.69614
C 1.29288 -2.87805 -1.93967
C 1.95054 -1.91436 -1.19097
H 2.90323 1.78236 -0.15631
H 3.03397 0.74237 -1.34381
H 4.28535 1.64598 1.67734
H 6.11468 0.40690 2.90733
H 6.69265 -1.75150 2.03688
H 5.52048 -2.84573 0.26633
H 5.10937 -2.90746 -1.91261
H 3.88353 -4.53724 -3.25394
H 1.40917 -4.69267 -3.25464
H 0.20916 -2.85960 -2.09841
C 2.44167 -3.74568 -6.99493
C 1.90569 -2.71501 -6.10317
C 0.54967 -2.65500 -5.87623
C -0.05861 -1.73541 -5.03812
C 0.74107 -0.73569 -4.54014
C 2.11597 -0.74216 -4.81620
C 2.72025 -1.72173 -5.61054
S 0.06295 0.46897 -3.44694
O -0.85102 -0.19190 -2.41613
O -0.56394 1.46479 -4.21784
O 1.29742 0.87260 -2.73919
H 2.69847 -3.26005 -7.92364
H 1.69646 -4.49650 -7.20135
H 3.28210 -4.33194 -6.52188
H -0.16270 -3.32412 -6.31418
H -1.05267 -1.71352 -4.73382
H 2.79398 0.05557 -4.39606
H 3.80909 -1.73705 -5.70334

Entry 5:
55
Properties=species:S:1:pos:R:3 method="wB97M-V/def2-TZVPD" homo_ev=-4.61 orbital_gap_ev=6.712 lumo_energy_ev=2.103 total_charge=-1 energy_ev=-52452.5338 multiplicity=1
Cl -8.80659 5.67348 16.25899
C -6.09114 2.81546 11.43489
O -5.79822 4.04204 12.16863
H -7.16783 2.65016 11.39592
H -5.62273 2.93600 10.45808
H -5.54652 2.02272 11.94777
H -6.39326 4.16961 12.91109
C -10.60898 -0.11807 17.97903
O -11.05022 -1.15696 18.29929
N -10.33262 0.26567 16.78178
N -10.31510 0.86273 18.73234
H -10.10204 1.24898 16.78837
H -10.47948 -0.32313 15.97441
H -10.01089 1.74594 18.34830
H -10.69254 0.92410 19.66715
C -11.95269 5.82212 10.51265
O -12.59409 5.62922 9.50505
N -11.43146 6.96182 10.84235
N -11.86169 4.98733 11.48837
H -10.94212 7.12524 11.71065
H -11.70445 7.70119 10.21077
H -12.49013 4.20135 11.57446
H -11.41314 5.41156 12.28770
C -16.38249 4.66661 15.67726
O -16.01569 3.54843 15.39239
N -15.57200 5.60545 16.08092
N -17.57536 5.15383 15.69264
H -15.95919 6.42551 16.52554
H -14.58884 5.42068 16.22007
H -18.39090 4.60709 15.45583
H -17.71216 6.12337 15.94039
C -2.18809 4.22796 18.89385
O -2.13137 3.43979 17.96685
N -3.19693 5.00262 19.17779
N -1.23292 4.36798 19.74186
H -3.92562 5.08258 18.48300
H -3.24538 5.59887 19.99156
H -1.47800 4.98570 20.50242
H -0.34431 3.89765 19.64555
C -11.00633 8.31890 22.45864
O -11.79849 8.52961 23.34134
N -10.54807 9.20531 21.67373
N -10.39387 7.11386 22.27892
H -10.91864 10.12815 21.85018
H -10.01846 9.02715 20.83238
H -9.76585 7.06065 21.48971
H -10.35046 6.39435 22.98639
C -5.25841 11.60768 16.51429
O -6.21590 11.61114 17.26119
N -4.58418 12.55815 15.96463
N -4.78514 10.55986 16.08540
H -3.96362 12.32512 15.20260
H -4.88045 13.52283 16.00609
H -5.32646 9.72681 16.26731
H -3.90975 10.46879 15.58993

Entry 6:
8
Properties=species:S:1:pos:R:3 method="wB97M-V/def2-TZVPD" homo_ev=-10.64 orbital_gap_ev=11.589 lumo_energy_ev=0.949 smiles=ClCCCl energy_ev=-27183.5687 multiplicity=1
Cl 0.15810 1.11424 -1.76114
C 0.31421 0.66916 -0.05100
C -0.18457 -0.72387 0.30693
Cl -1.69344 -0.99244 -0.38881
H -0.26171 1.39796 0.51932
H 1.37009 0.90041 0.08954
H -0.14323 -0.84873 1.38897
H 0.44055 -1.51674 -0.10380

Entry 7:
10
Properties=species:S:1:pos:R:3 method="wB97M-V/def2-TZVPD" homo_ev=-8.62 orbital_gap_ev=7.974 lumo_energy_ev=-0.646 smiles="[S-][N+]#CCl.C=C" energy_ev=-28019.6904 multiplicity=1
S -3.20247 -2.05162 -0.21122
N -3.51402 -0.56668 0.05348
C -4.05284 0.49286 0.17364
Cl -4.03405 2.18737 0.21946
C -0.10713 0.22625 0.00007
C 0.09015 -1.05594 -0.24338
H -0.42624 1.02206 -0.75646
H 0.05956 0.43612 1.06529
H 0.12863 -1.52364 -1.14681
H 0.18233 -1.80550 0.58649

Entry 8:
10
Properties=species:S:1:pos:R:3 method="wB97M-V/def2-TZVPD" homo_ev=-9.21 orbital_gap_ev=9.758 lumo_energy_ev=0.551 smiles="CO/C(Cl)=C(/Cl)Br" energy_ev=-100292.4859 multiplicity=1
C 0.19515 0.01802 -0.85346
O 1.34396 0.26504 -0.03391
C 2.30871 -0.71422 -0.08642
Cl 1.67052 -2.36644 -0.06761
C 3.58000 -0.42469 0.03449
Cl 4.84688 -1.62892 0.09739
Br 4.08863 1.42700 -0.06384
H -0.16401 -1.04807 -0.47931
H 0.47583 -0.14546 -1.89580
H -0.54331 0.58935 -0.49462

How do the records compare in energy relative to the best compared isomer or geometry (same formula, charge and spin)? In the order shown, they have 85.43; 130.98; 41.91; 25.92; 152.07; 9.01; 78.70; 38.69 kcal/mol.
How do the records compare in maximum force? In the order shown, they have 3.8; 4.6; 2.4; 3.7; 11.2; 2.7; 4.6; 6.3 eV/Å.
How do the records compare in molecular weight? In the order shown, they have 982.271; 120.129; 151.134; 983.081; 427.831; 98.960; 121.592; 205.866 g mol⁻¹.